This record from the Open Molecules 2025 dataset describes a structure of composition C13H25P2Ru at a distorted geometry. The level of theory is the ωB97M-V functional and the def2-TZVPD basis.

Structure (XYZ):
```
41
Properties=species:S:1:pos:R:3:forces:R:3
C -2.73413 1.32227 -1.92835 -0.3 -0.7 -0.3
C -1.86688 2.31350 -1.64551 1.0 0.3 -0.2
H -3.45303 0.89910 -1.18531 0.8 0.6 -0.8
H -2.76581 0.82274 -2.93269 -0.2 0.9 0.9
H -1.18390 2.74427 -2.43438 -1.0 -0.5 0.9
H -1.72201 2.74587 -0.62823 -0.6 -0.2 -0.9
Ru -0.29135 0.05897 -1.26418 -4.3 3.8 3.6
C -0.03313 -1.32884 -2.82122 1.7 -0.6 -1.4
C -0.18378 -0.09434 -3.54537 0.7 -0.2 -0.7
C 1.61757 0.18464 -2.09786 1.6 -0.4 -1.3
C 1.08237 -1.16754 -1.88990 2.1 -1.2 -3.3
H -0.96231 0.12479 -4.28100 0.4 -0.2 0.3
H 0.98090 1.83009 -3.48633 0.0 -0.1 0.0
H 2.47494 0.60793 -1.57632 -0.3 -0.2 -0.5
C 0.83543 0.82283 -3.12291 0.4 -0.8 -0.3
H 1.51970 -1.93171 -1.26319 0.0 0.0 0.0
H -0.62396 -2.23043 -2.94393 0.0 0.2 0.1
C -0.71133 -2.25054 0.95318 0.2 -0.6 0.2
P -1.39021 -0.63987 0.53635 -1.7 0.3 3.0
C -3.16226 -0.79553 0.84949 -0.4 -0.2 0.0
C -0.83597 0.69820 1.70278 -0.2 -0.2 0.6
C 0.50643 0.45376 2.39500 0.0 0.1 -0.2
P 1.94322 0.43630 1.19427 -0.1 -0.3 2.2
C 3.07447 1.57173 2.11542 0.0 0.4 -0.9
C 2.75004 -1.14354 1.68527 0.1 -0.3 -0.9
H -0.38481 -2.27639 1.99781 -0.1 -0.2 -0.2
H 0.11873 -2.50353 0.28327 -0.2 -0.1 0.4
H -1.50613 -2.99200 0.79882 0.2 0.1 0.1
H -3.33231 -0.98017 1.91819 0.1 0.0 -0.2
H -3.70135 0.10896 0.56184 0.1 -0.1 0.2
H -3.55466 -1.64475 0.27897 0.0 0.2 0.1
H -0.78774 1.61378 1.09307 -0.1 -0.2 0.4
H -1.63351 0.82337 2.44585 0.1 0.1 -0.1
H 0.71311 1.27977 3.09825 -0.2 -0.4 -0.2
H 0.51497 -0.49207 2.96840 0.0 0.5 -0.2
H 3.32451 1.13919 3.08801 -0.2 0.0 -0.2
H 3.98569 1.70230 1.52534 0.0 0.1 0.2
H 2.59249 2.54288 2.24950 0.2 0.0 0.0
H 2.02326 -1.96359 1.76146 0.3 0.2 -0.1
H 3.27958 -1.02022 2.64242 -0.3 0.0 -0.3
H 3.48317 -1.39216 0.90375 0.0 -0.2 0.4
```
Forces are in eV/Å.

Output
strongest force on any atom	0.131	hartree/bohr
total charge	+2
calculated total energy	-35023.80852	eV
orbital gap (spin up / spin down)	8.180 / 5.423	eV
2S+1	6
<S²>	8.768
relative energy (zero: lowest compared OMol25 entry of this formula, charge and spin)	0.0	kcal/mol

This record from the Open Molecules 2025 dataset describes an isolated molecule of C8H11N3 at a distorted geometry. The level of theory is the ωB97M-V functional and the def2-TZVPD basis.

Structure (XYZ):
```
22
Properties=species:S:1:pos:R:3:forces:R:3
C 0.29919 -2.67731 -2.15400 -0.6 -0.2 -0.8
C 1.52297 -0.56450 -2.82748 0.0 -0.2 0.9
C -0.25477 0.84286 0.67832 -1.4 -0.4 2.3
C -0.13794 2.23620 0.99712 -1.2 -3.7 2.3
C -0.54109 2.67621 2.27920 0.6 -1.2 -1.1
C -1.08847 1.79975 3.19579 -0.6 0.3 0.7
C -1.38335 0.49603 2.86383 0.0 -1.0 -1.3
C -0.96505 -0.00211 1.61813 0.4 1.2 0.0
H -0.30813 -2.94229 -3.03649 0.4 0.6 -0.2
H 1.17856 -3.28696 -2.18334 0.7 -0.5 0.1
H -0.34281 -2.93548 -1.34404 -0.1 -0.5 0.8
H 2.54590 -0.96942 -2.63910 -0.6 0.2 -0.5
H 1.21946 -0.65660 -3.88777 0.2 0.0 0.6
H 1.51523 0.47700 -2.49467 0.0 -0.1 -0.3
H 0.44169 2.81856 0.40151 1.3 1.8 -1.9
H -0.27502 3.65834 2.56651 0.0 0.9 0.3
H -1.34240 2.09010 4.21148 0.1 0.4 -0.2
H -1.97042 -0.15426 3.54002 0.7 0.4 -0.4
H -1.14475 -1.04688 1.41607 0.1 0.0 -0.3
N 0.58698 -1.28700 -1.95861 -0.4 -0.1 0.3
N 0.12723 -0.88236 -0.75111 -0.1 0.3 -0.7
N 0.31700 0.31011 -0.49136 0.6 1.5 -0.7
```
Forces are in eV/Å.

Output
strongest force on any atom	0.087	hartree/bohr
calculated total energy	-12942.39396	eV
orbital gap	8.613	eV
SMILES string	CN(C)/N=N/c1ccccc1
relative energy (zero: lowest compared OMol25 entry of this formula, charge and spin)	38.8	kcal/mol

This record from the Open Molecules 2025 dataset describes an isolated molecule of C2H3N3O at a distorted geometry. The level of theory is the ωB97M-V functional and the def2-TZVPD basis.

Structure (XYZ):
```
9
Properties=species:S:1:pos:R:3:forces:R:3
O 1.62102 -1.09871 -0.00830 0.4 -1.0 -0.9
C 0.81375 1.02659 -0.52697 -0.3 0.1 0.5
N -0.27560 1.60865 -0.04590 -0.1 0.1 -0.3
N -1.15594 0.60352 0.29493 -0.3 -0.1 -0.2
C -0.67719 -0.59561 0.04064 0.1 0.4 0.2
N 0.54744 -0.34697 -0.44800 0.0 0.4 0.8
H 2.34929 -0.48761 -0.23711 0.0 -0.1 0.0
H -1.99684 0.81611 0.80813 -0.2 0.0 -0.4
H -1.22592 -1.52597 0.12257 0.4 0.1 0.3
```
Forces are in eV/Å.

Output
strongest force on any atom	0.027	hartree/bohr
calculated total energy	-8635.74990	eV
orbital gap	9.355	eV
relative energy (zero: lowest compared OMol25 entry of this formula, charge and spin)	109.4	kcal/mol

This record from the Open Molecules 2025 dataset describes a structure of composition C26H34BrN7O3STi at a distorted geometry. The level of theory is the ωB97M-V functional and the def2-TZVPD basis.

Structure (XYZ):
```
73
Properties=species:S:1:pos:R:3:forces:R:3
Ti 0.66302 0.09633 0.57638 -1.1 0.0 0.0
C -1.85316 0.98039 4.21339 0.1 -0.1 0.0
N -0.56743 0.34818 4.50576 0.0 0.0 0.2
C 0.27358 -0.11373 3.59683 -0.2 0.0 -0.6
N 1.40200 -0.72146 3.93374 0.2 0.0 0.2
O -0.03547 0.01553 2.34666 0.2 0.1 0.5
H -1.83385 2.02717 4.50799 0.0 0.0 0.0
H -2.04657 0.90714 3.14944 0.0 0.0 0.0
H -2.64193 0.46514 4.75567 0.0 0.0 0.0
H -0.29885 0.26181 5.47445 -0.1 0.0 0.0
H 1.67169 -0.83178 4.89773 0.0 0.0 0.0
H 2.08473 -0.92680 3.21796 -0.1 0.0 0.0
Br 8.75167 -1.53333 -1.13462 0.1 0.0 0.0
C 6.96246 -1.16729 -0.74224 0.0 0.0 0.0
C 6.65932 -0.30882 0.30986 -0.1 0.0 0.0
C 5.33505 -0.05882 0.61587 0.1 -0.1 0.1
C 4.33075 -0.63856 -0.15919 -0.1 0.0 0.1
C 4.64372 -1.48100 -1.22501 0.1 0.0 -0.1
C 5.96508 -1.76176 -1.50856 -0.1 0.0 0.0
C 2.94449 -0.37003 0.14247 -0.1 0.0 0.0
O 2.49935 -0.14633 1.32921 0.6 -0.1 -0.2
O 2.03201 -0.32732 -0.77480 0.4 -0.1 -0.1
H 7.45370 0.15158 0.87985 0.0 0.0 0.0
H 5.08157 0.59740 1.43779 0.0 0.0 0.0
H 3.85758 -1.93183 -1.81642 0.0 0.0 0.0
H 6.22640 -2.43088 -2.31583 0.0 0.0 0.0
N 1.43724 7.41438 -0.35714 0.0 0.0 0.0
C 1.36198 6.27864 -0.20706 0.0 -0.3 0.0
C 1.25535 4.84823 -0.02081 0.0 0.3 0.0
C 1.10533 4.33023 1.26224 0.0 0.0 0.0
C 0.97188 2.96177 1.43457 0.0 0.0 0.0
C 0.98049 2.09828 0.33724 0.0 0.1 -0.2
C 1.16061 2.63408 -0.94205 0.1 0.1 0.0
C 1.29850 3.99970 -1.12508 0.0 0.0 -0.1
H 1.09875 5.00083 2.11132 0.0 0.0 0.0
H 0.86314 2.57976 2.44302 0.0 0.0 0.0
H 1.19329 1.99050 -1.81257 0.0 0.0 0.0
H 1.43772 4.41649 -2.11393 0.0 0.0 0.0
C -3.28127 -1.57473 -1.86819 0.0 0.0 -0.1
C -3.61030 -1.14815 -0.44452 -0.1 0.1 0.1
N -3.49607 0.30569 -0.21082 -0.2 0.0 -0.2
C -4.77471 1.03769 -0.06459 0.1 -0.1 0.1
C -5.46266 1.30783 -1.38971 0.0 0.0 -0.1
C -2.32074 0.90872 -0.19964 0.3 -0.1 -0.2
C -2.24415 2.39974 -0.11640 0.0 0.0 0.1
N -1.19017 0.19528 -0.28521 -0.2 0.0 0.1
H -3.38498 -2.65750 -1.94926 0.0 0.0 0.0
H -2.26666 -1.30550 -2.16776 0.0 0.0 0.0
H -3.96717 -1.11922 -2.58142 0.0 0.0 0.0
H -2.99150 -1.67303 0.28816 0.0 0.0 0.0
H -4.64058 -1.40893 -0.21426 0.0 0.0 0.0
H -4.59104 1.95537 0.48531 0.0 0.0 0.0
H -5.40032 0.41674 0.57583 0.0 0.0 0.0
H -4.80400 1.84027 -2.07812 0.0 0.0 0.0
H -6.34909 1.91937 -1.22401 0.0 0.0 0.0
H -5.78609 0.38407 -1.87069 0.0 0.0 0.0
H -3.11133 2.87278 -0.56559 0.0 0.0 0.0
H -1.34985 2.73853 -0.62834 0.0 0.0 0.0
H -2.16912 2.72487 0.92408 0.0 0.0 0.0
H -1.40852 -0.79508 -0.36665 0.0 0.0 0.0
C -1.34852 -5.03387 -0.96569 0.1 0.1 -0.1
N -0.63583 -4.02824 -1.75815 -0.1 -0.3 0.0
C -0.52355 -4.04905 -3.14399 0.0 0.0 0.2
C 0.24850 -3.00519 -3.49734 0.0 0.0 0.1
N 0.59702 -2.36620 -2.31945 0.2 0.2 -0.2
C 0.06447 -2.99654 -1.26011 0.0 0.0 0.2
S 0.23771 -2.60906 0.41233 -0.1 0.1 -0.2
H -2.20482 -5.38141 -1.53665 0.0 0.0 0.0
H -1.67873 -4.58012 -0.03643 0.0 0.0 0.0
H -0.69127 -5.87130 -0.74328 0.0 0.0 0.0
H -1.00419 -4.80323 -3.74194 0.0 0.0 0.0
H 0.57764 -2.66458 -4.46263 0.0 0.0 0.0
H 1.23676 -1.58990 -2.21901 -0.1 0.0 0.0
```
Forces are in eV/Å.

Output
strongest force on any atom	0.021	hartree/bohr
total charge	+2
calculated total energy	-148071.40558	eV
orbital gap	7.165	eV
relative energy (zero: lowest compared OMol25 entry of this formula, charge and spin)	11.5	kcal/mol

The highest relative energy (zero: lowest compared OMol25 entry of this formula, charge and spin) belongs to which entry?
C2H3N3O